C23H21IN5O2PPb | ωB97M-V/def2-TZVPD

Geometry as XYZ:
```
54
Properties=species:S:1:pos:R:3:lowdin_charge:R:1
N -2.443 -0.108 0.002 -0.27
C -2.687 1.178 4.642 0.12
C 2.316 -0.003 -1.898 -0.08
C -0.958 -1.367 -2.634 -0.11
C 0.373 2.578 -1.150 -0.51
C -2.561 1.993 3.471 -0.10
C -2.198 1.474 2.289 -0.41
H 3.970 -0.072 -3.252 0.13
O -2.666 -0.628 1.185 0.08
C -0.273 -0.233 1.428 -0.11
H 1.916 3.686 -0.409 0.16
H 0.800 -2.722 -0.062 0.10
I -2.844 2.796 0.689 1.17
H 5.666 -0.143 -1.447 0.14
C -2.398 -0.163 4.577 0.06
H -1.358 4.472 -2.985 0.14
Pb -2.758 1.844 -2.226 1.39
O -3.228 -0.308 -0.845 -0.05
H -2.894 3.023 3.539 0.12
N 1.376 2.835 -0.324 0.25
C 1.915 0.025 -0.558 -0.33
H 1.722 2.153 0.328 0.10
H -0.626 3.311 -3.876 0.14
C 0.241 -2.649 -0.982 -0.05
C -1.805 -0.721 3.448 -0.02
C 0.464 -1.265 1.899 -0.05
C -1.699 0.036 2.106 -0.25
H -0.824 -4.632 -3.504 0.14
H 2.610 0.192 1.502 0.11
C 4.222 0.009 0.126 -0.02
C -0.648 -3.731 -2.932 0.01
C 0.009 -2.189 2.905 0.09
H -3.062 1.628 5.555 0.16
H -1.424 -2.609 4.412 0.16
H 0.704 4.374 -2.062 0.19
H 1.581 -0.026 -2.693 0.11
C 4.614 -0.068 -1.201 0.00
H -1.306 -0.421 -3.041 0.05
C 2.872 0.072 0.457 -0.11
H -2.524 -0.781 5.459 0.16
H 0.597 -3.079 3.095 0.16
H -1.656 -2.458 -4.338 0.13
C 0.073 -3.793 -1.750 0.00
H 4.959 0.032 0.919 0.13
N -0.964 3.531 -2.936 -0.04
C -1.142 -2.514 -3.388 -0.02
H 1.421 -1.483 1.448 0.10
C 3.665 -0.041 -2.214 -0.01
N -0.399 1.473 -1.134 -0.20
C -1.132 -1.948 3.603 0.06
H 0.510 -4.726 -1.419 0.14
N 0.105 3.558 -2.036 0.02
P 0.075 0.044 -0.381 1.04
C -0.299 -1.437 -1.409 -0.31
```

The total energy comes out at -58327.10998 eV. For the HOMO energy (alpha / beta), the calculation gives -19.798 / -19.799 eV. The calculation puts the maximum force at 2.48 eV Å⁻¹. Its charge is +4.